## w
A 2-piece molecular cluster, C2H6O2 overall. Source: the OMol25 dataset; level of theory: ωB97M-V/def2-TZVPD.

Results
SMILES: C=O.CO
HOMO-LUMO gap (eV): 10.52
Highest occupied orbital energy (eV): -10.13
LUMO (eV): 0.39
Total charge: 0

Geometry as XYZ:
```
10
C2H6O2 ωB97M-V/def2-TZVPD
C 1.094 -0.767 0.396
O 1.757 0.214 0.115
H 0.741 -0.936 1.420
H 0.931 -1.571 -0.332
C -1.004 0.266 -0.207
O -0.218 1.386 -0.524
H -1.876 0.816 -0.497
H -1.179 -0.001 0.853
H -0.986 -0.621 -0.868
H 0.739 1.213 -0.355
```

natural (NBO) atomic charge list, values in e, 8 entries:
1. C 0.282
2. O -0.558
3. H 0.132
4. H 0.132
5. C -0.330
6. O -0.719
7. H 0.240
8. H 0.174

## x
C2H6O2 in the gas phase. Source: the OMol25 dataset; level of theory: ωB97M-V/def2-TZVPD.

Results
SMILES: OCCO
HOMO-LUMO gap (eV): 11.08
Highest occupied orbital energy (eV): -10.29
LUMO (eV): 0.79
Total charge: 0

Geometry as XYZ:
```
10
C2H6O2 ωB97M-V/def2-TZVPD
O -1.337 -0.815 -0.044
C -0.633 0.373 -0.267
C 0.850 0.348 0.148
O 1.370 -0.892 -0.199
H -1.347 -0.910 0.974
H -0.612 0.505 -1.329
H -1.173 1.271 0.117
H 0.933 0.503 1.286
H 1.285 1.171 -0.424
H 0.663 -1.555 -0.261
```

natural (NBO) atomic charge list, values in e, 8 entries:
1. O -0.708
2. C -0.097
3. C -0.077
4. O -0.725
5. H 0.464
6. H 0.175
7. H 0.161
8. H 0.142

Relative stability in kcal/mol, measured from the most stable structure: w 37.8; x 0.0

## w
C2H6O2 in the gas phase. Source: the OMol25 dataset; level of theory: ωB97M-V/def2-TZVPD.

Results
SMILES: OCCO
HOMO-LUMO gap (eV): 11.13
Highest occupied orbital energy (eV): -10.30
LUMO (eV): 0.82
Total charge: 0

Geometry as XYZ:
```
10
C2H6O2 ωB97M-V/def2-TZVPD
O -1.310 -0.830 -0.039
C -0.631 0.384 -0.323
C 0.782 0.348 0.162
O 1.412 -0.852 -0.225
H -1.404 -0.900 0.926
H -0.642 0.413 -1.398
H -1.122 1.290 0.058
H 0.775 0.512 1.249
H 1.369 1.199 -0.254
H 0.770 -1.564 -0.157
```

natural (NBO) atomic charge list, values in e, 8 entries:
1. O -0.719
2. C -0.096
3. C -0.088
4. O -0.717
5. H 0.463
6. H 0.183
7. H 0.165
8. H 0.145

## x
A 2-piece molecular cluster, C2H6O2 overall. Source: the OMol25 dataset; level of theory: ωB97M-V/def2-TZVPD.

Results
SMILES: C=CO.O
HOMO-LUMO gap (eV): 8.98
Highest occupied orbital energy (eV): -8.47
LUMO (eV): 0.51
Total charge: 0

Geometry as XYZ:
```
10
C2H6O2 ωB97M-V/def2-TZVPD
C -1.469 0.232 -0.333
C -1.156 0.140 0.977
O 0.084 0.103 1.480
H -2.404 0.743 -0.602
H -0.738 -0.167 -1.090
H -1.940 0.291 1.796
H 0.617 0.223 0.615
O 2.089 -0.322 -0.775
H 2.175 -1.279 -0.631
H 2.743 0.037 -1.437
```

natural (NBO) atomic charge list, values in e, 8 entries:
1. C -0.603
2. C 0.173
3. O -0.680
4. H 0.219
5. H 0.207
6. H 0.170
7. H 0.504
8. O -0.977

Relative stability in kcal/mol, measured from the most stable structure: w 0.0; x 18.0

## w
A 2-piece molecular cluster, C2H2N2OS overall. Source: the OMol25 dataset; level of theory: ωB97M-V/def2-TZVPD.

Results
SMILES: C#[N+][S-].N=C=O
HOMO-LUMO gap (eV): 9.14
Highest occupied orbital energy (eV): -8.64
LUMO (eV): 0.51
Total charge: 0

Geometry as XYZ:
```
8
C2H2N2OS ωB97M-V/def2-TZVPD
C 1.509 0.940 0.739
N 2.305 0.364 0.080
S 3.225 -0.592 -0.599
H 0.825 1.752 1.110
N -1.460 -0.845 -0.088
C -1.429 0.332 -0.360
O -1.408 1.473 -0.353
H -1.506 -1.636 -0.583
```

Want to see where the charge sits? The natural (NBO) charges in e are:
1. C 0.071
2. N -0.445
3. S 0.098
4. H 0.274
5. N -0.762
6. C 0.864
7. O -0.509
8. H 0.409

## x
C2H2N2OS in the gas phase. Source: the OMol25 dataset; level of theory: ωB97M-V/def2-TZVPD.

Results
SMILES: Sc1ncno1
HOMO-LUMO gap (eV): 10.02
Highest occupied orbital energy (eV): -9.71
LUMO (eV): 0.31
Total charge: 0

Geometry as XYZ:
```
8
C2H2N2OS ωB97M-V/def2-TZVPD
S -1.786 -0.434 0.120
C -0.141 -0.056 0.327
N 0.704 -0.954 -0.041
C 1.816 -0.119 -0.344
N 1.582 1.147 -0.246
O 0.177 1.132 0.167
H -1.727 -1.822 -0.243
H 2.837 -0.595 -0.905
```

Want to see where the charge sits? The natural (NBO) charges in e are:
1. S 0.048
2. C 0.356
3. N -0.525
4. C 0.148
5. N -0.154
6. O -0.303
7. H 0.185
8. H 0.245

Relative stability in kcal/mol, measured from the most stable structure: w 0.0; x 6.7